(1)
# C21H34BrN5O3P2PdTe

C21H34BrN5O3P2PdTe as an isolated structure (ωB97M-V/def2-TZVPD, the Open Molecules 2025 dataset).

Summary:
- HOMO level (spin up / spin down) (eV) = -7.99 / -7.99
- HOMO-LUMO gap (spin up / spin down) (Eh) = 0.28059 / 0.28057
- total energy (hartree) = -4972.91445

Geometry as ORCA input:
```
! RIJCOSX wB97M-V def2-TZVPD def2/J DEFGRID3
* xyz 0 1
Te 1.94613 -2.04542 0.94097
Pd 0.53044 -1.32835 -0.95886
Br 2.41892 -2.85909 -2.14974
P 0.52119 0.95918 -2.52719
P -0.00223 2.10398 0.14271
O -0.21606 1.91184 -1.48187
O 1.09033 1.34770 0.76281
O 1.86147 0.49586 -2.16938
N -0.53983 -0.39359 -2.63740
N -1.95307 -1.91480 0.80136
N 0.23383 3.73478 0.21180
N -1.49263 1.66951 0.67822
N 0.48410 1.76151 -3.95427
C -0.28962 -1.17070 -3.87722
C -1.98626 -0.23751 -2.39747
C 0.47863 -4.70772 0.50080
C -0.55390 -1.27416 4.48001
C 1.28552 0.27312 4.54881
C 1.33731 4.27061 0.99755
C 1.49518 -5.94597 2.77671
C -0.06418 -1.81505 3.29916
C 0.11567 -6.01180 0.80878
C 0.62095 -6.62949 1.94275
C 1.34639 -4.02869 1.33945
C 1.78445 -0.26827 3.37173
C -2.68684 2.33235 0.18032
C -0.69026 2.52326 -4.34998
C 0.11803 -0.23134 5.10381
C 1.85989 -4.64312 2.47545
C 1.10996 -1.31349 2.74990
C 1.73661 2.19333 -4.56904
C -1.60987 1.15593 2.04690
C -0.38790 4.68514 -0.68988
C -1.03154 -1.65302 0.15284
H 0.97796 5.06909 1.65182
H 1.89268 -6.42506 3.66255
H -0.59959 3.57776 -4.06732
H 2.11471 4.68019 0.34400
H -2.15012 0.32402 -1.49284
H 1.64771 2.10487 -5.65345
H -3.54480 1.67716 0.34165
H -0.73213 -2.15778 -3.75764
H -0.56538 -6.54407 0.15744
H 0.33275 -7.64624 2.17863
H -1.85203 1.95815 2.75526
H -0.81588 2.46478 -5.43293
H 1.81099 1.08759 5.03176
H -0.67953 0.68754 2.34226
H 2.54683 1.55596 -4.22377
H 1.77658 3.48122 1.60266
H -1.18985 4.22012 -1.26109
H -0.80976 5.52318 -0.12883
H -1.58802 2.12335 -3.88154
H -1.47182 -1.66193 4.90396
H 2.53383 -4.10674 3.13412
H 0.77999 -1.30025 -4.02199
H 0.10174 -4.22347 -0.39090
H 0.34611 5.08472 -1.39907
H 2.68576 0.13852 2.92807
H -2.88625 3.28370 0.68682
H -2.41220 -1.22816 -2.25156
H -2.60897 2.51741 -0.89195
H -2.47933 0.23591 -3.24921
H 1.97071 3.23393 -4.32053
H -0.73593 -0.66589 -4.73872
H -0.27020 0.18849 6.02319
H -2.38841 0.39483 2.07179
H -0.60893 -2.59944 2.79683
*
```



(2)
# C13H18AlBeBr3ClF5K3LiO10P

C13H18AlBeBr3ClF5K3LiO10P as an isolated structure (ωB97M-V/def2-TZVPD, the Open Molecules 2025 dataset).

Summary:
- HOMO level (eV) = -7.19
- HOMO-LUMO gap (Eh) = 0.03733
- total energy (hartree) = -12345.82593

Geometry as ORCA input:
```
! RIJCOSX wB97M-V def2-TZVPD def2/J DEFGRID3
* xyz 1 1
Br -4.53823 -0.42217 -3.51695
Br -7.55388 -1.10408 -2.75631
Br -6.75397 -0.49376 -5.77233
K 2.58251 -2.64159 -1.31225
K 1.91842 1.63907 -3.79736
K 1.15474 5.69049 6.28348
Cl 5.29864 -4.08033 -4.71778
P 2.43160 6.06037 -5.66135
Al -0.14906 -1.32447 -3.50361
F 2.37615 2.24544 4.84761
F -1.51458 -0.87007 -2.63026
F -0.58472 -2.18416 -4.81948
F 0.89603 -2.25236 -2.51719
F 0.67389 0.09478 -3.98349
O 1.56101 5.62913 -4.48592
O 2.98326 4.80621 -6.33111
O 1.56542 4.25537 7.76574
O -0.31958 3.20492 8.48308
O -1.44875 1.94006 2.51709
O 1.60574 6.89610 -6.62584
O 4.28120 -6.03060 -3.22254
O 3.59113 6.92833 -5.19886
O 3.59810 4.17184 6.64302
O -2.06096 1.26929 0.53790
C -2.39558 1.75520 1.60532
C 0.49663 3.31687 7.65811
C 2.48726 3.81797 6.80549
C 2.18253 -5.18332 -3.92618
C 2.39995 -6.66913 -1.87855
C 0.66514 2.52204 6.42217
C -3.79822 2.19993 1.85907
C 1.85475 2.79761 5.90693
C -6.40920 -0.11554 -3.93658
C -0.43375 1.58735 6.06747
C -0.51544 1.17840 4.58519
C 2.91379 -6.35096 -3.28179
C -1.78258 1.68769 3.89495
Be -0.54979 -5.08062 -5.34931
Li -3.06470 0.73913 -1.06800
H 2.38213 -4.28153 -3.35544
H -0.59397 0.09850 4.56366
H 4.40097 -5.24870 -2.67928
H -4.46395 1.42164 1.50661
H -3.97000 3.07734 1.24518
H 2.54283 -5.80310 -1.21385
H 1.33750 -6.92953 -1.88431
H 2.57672 -4.98887 -4.92230
H -2.55360 0.93567 3.98957
H 2.79859 -7.23314 -3.91302
H -4.02003 2.42078 2.89015
H 0.35049 1.43145 3.99304
H 2.95878 -7.49780 -1.44674
H 1.09596 -5.37747 -3.99867
H -0.41256 0.71235 6.70590
H -6.60410 0.93302 -3.77436
H -2.11188 2.59839 4.38804
H -1.35882 2.10058 6.31626
*
```



(3)
# C2H3N2S2

A 2-piece molecular cluster, C2H3N2S2 overall (ωB97M-V/def2-TZVPD, the Open Molecules 2025 dataset).

Summary:
- HOMO level (eV) = -13.83
- HOMO-LUMO gap (Eh) = 0.33371
- total energy (hartree) = -983.57129

Geometry as ORCA input:
```
! RIJCOSX wB97M-V def2-TZVPD def2/J DEFGRID3
* xyz 1 1
S 3.56012 -0.28859 1.99737
S 3.18421 2.72825 1.18104
N 1.08463 1.04383 0.04609
N -0.65581 -0.63597 -0.01401
C 3.25011 1.18773 1.57555
C 0.20323 0.30741 -0.05605
H 1.79029 1.92751 0.17413
H -0.66815 -1.67504 -0.20526
H -1.49108 -0.28333 0.30420
*
```



(4)
# C39H43F5O3

A 8-piece molecular cluster, C39H43F5O3 overall (ωB97M-V/def2-TZVPD, the Open Molecules 2025 dataset).

Summary:
- HOMO level (eV) = -9.20
- HOMO-LUMO gap (Eh) = 0.35032
- total energy (hartree) = -2236.87880

Geometry as ORCA input:
```
! RIJCOSX wB97M-V def2-TZVPD def2/J DEFGRID3
* xyz 0 1
F 2.21882 -0.89668 0.04805
F -2.40888 1.39949 -2.84993
F -2.13295 4.04686 3.59775
F 5.54493 -0.04016 -1.95481
F -5.71618 0.17934 1.50707
O 4.65260 -1.64192 5.74641
O 5.82236 2.39948 2.58606
O -4.17106 -1.09396 6.10929
C 4.36591 -3.33760 4.13509
C 2.51552 -0.04653 -3.98338
C -5.06698 -1.95621 -1.93722
C -4.83221 -0.59063 -1.93213
C -1.05978 0.04576 -5.92300
C 3.62706 -0.53864 -3.27321
C 0.57449 3.03985 1.39981
C 3.43655 2.16346 -3.93208
C 4.40360 1.81028 0.82485
C -5.07191 0.11570 -0.75838
C 0.57643 -2.19771 1.12057
C 4.53160 0.40073 -2.83332
C -1.63315 -2.31133 0.30009
C -1.87667 2.26099 -6.32286
C 4.46160 1.70956 -3.17197
C 0.89271 -1.37578 0.04567
C -1.13763 1.30642 1.30765
C 5.78417 1.87381 1.48218
C -5.53240 -0.56681 0.34825
C -1.94886 1.28022 -4.15389
C -0.23246 3.80942 2.19289
C 0.12339 1.80011 0.97823
C -1.47009 3.34615 2.62278
C -1.38145 1.10136 -6.82085
C -4.40820 -1.36359 4.93773
C -0.05735 -0.96723 -0.91931
C 3.72233 -0.92281 3.68258
C -1.95066 2.10452 2.18007
C -1.33722 -1.51457 -0.80711
C 6.99023 1.38055 0.66169
C -5.72011 -1.94301 0.37932
C -1.45479 0.08271 -4.59857
C -0.70948 -2.65646 1.26419
C -1.99725 2.44022 -4.96990
C -3.29891 -1.73277 3.96972
C 2.42419 1.28894 -4.29854
C 4.32332 -1.93730 4.61839
C -5.80845 -1.23807 4.37584
C -5.46784 -2.64756 -0.78997
H 3.79390 -1.58124 -3.03993
H 1.28301 -2.28342 1.94682
H -3.67098 -2.06360 2.98965
H -2.74058 -0.81371 3.75919
H 0.75400 1.19540 0.34377
H -1.14213 0.93876 -7.83673
H 3.71048 1.99637 1.64539
H 7.38614 0.52215 1.24692
H -1.27917 -0.74937 -3.93300
H 3.35020 -3.70616 3.96623
H 0.24217 -0.36057 -1.76854
H 3.60456 -0.01142 4.27406
H -6.08085 -2.03267 3.68722
H 4.90761 -3.38719 3.18112
H 4.25592 2.48191 -0.01253
H -1.48778 0.32850 0.97380
H 5.21664 2.38801 -2.82368
H -2.03640 -1.37199 -1.60341
H 4.89429 -3.95781 4.84164
H -2.63472 -2.70653 0.49005
H -2.06871 3.11846 -6.94102
H 1.71678 -0.73609 -4.28275
H -2.94666 1.77675 2.49224
H 0.09067 4.81152 2.40084
H 4.24913 0.80081 0.44036
H -2.58070 -2.40363 4.38603
H 3.45205 3.22252 -4.15208
H 2.72893 -1.17292 3.28570
H -4.45560 -0.15134 -2.83171
H 4.33927 -0.68779 2.80113
H 1.53624 3.39248 1.05010
H -4.98263 -2.53221 -2.83191
H -1.00593 -3.13796 2.19759
H 1.53200 1.68735 -4.77971
H -5.74975 -0.31503 3.82077
H -2.30923 3.38241 -4.58333
H -5.49554 -3.75011 -0.85473
H -0.52969 -0.81879 -6.25726
H -4.87662 1.14162 -0.63226
H -5.95968 -2.50343 1.28074
H -6.62049 -1.14828 5.10161
H 7.73076 2.17938 0.74338
H 6.77021 1.15025 -0.37361
*
```



| no. | maximum force (eV/A) |
| --- | --- |
| 1 | 0.87 |
| 2 | 6.06 |
| 3 | 2.98 |
| 4 | 2.94 |